[1]
Here is C4H7NO as an isolated structure at a distorted geometry from OMol25. Energies are from ωB97M-V with the def2-TZVPD basis set.

XYZ file:
```
13
Properties=species:S:1:pos:R:3:forces:R:3
O -0.762 1.908 0.475 -0.19 -0.51 0.45
C -0.531 0.543 0.293 3.80 -1.34 0.85
C 1.032 0.017 0.363 0.40 1.55 -0.67
N 0.403 -1.059 -0.470 -0.03 -0.10 0.40
C -0.457 -1.147 0.721 -1.66 -0.26 -0.03
C -0.428 -0.015 -1.115 -0.21 -0.10 -0.33
H -0.023 2.320 -0.034 -0.71 -0.19 0.61
H 1.520 0.847 -0.111 1.38 0.00 -1.11
H 1.698 -0.449 1.127 -1.03 0.89 0.08
H -1.457 -1.506 0.673 -0.67 -1.00 -0.62
H 0.124 -1.674 1.515 -0.77 1.15 0.02
H 0.182 0.613 -1.789 -0.22 -0.16 0.08
H -1.302 -0.398 -1.648 -0.10 0.04 0.25
```
Positions in Å, forces in eV/Å.

As for the frontier orbital gap: 10.001 eV. The maximum force is 4.120 eV/A. The net charge is 0. The value obtained for the energy relative to the best compared isomer or geometry (same formula, charge and spin) is 135.2 kcal/mol.

Löwdin atomic charge list, values in e, 2 entries: -0.002, -0.299

---

[2]
Here is C30H43Cl5P2Re as an isolated structure at a distorted geometry from OMol25. Energies are from ωB97M-V with the def2-TZVPD basis set.

XYZ file:
```
81
Properties=species:S:1:pos:R:3:forces:R:3
Re 0.485 -1.333 0.795 0.34 2.72 -4.13
C -0.419 -2.858 1.980 -1.01 -0.73 1.09
C 0.974 -3.150 1.785 0.17 -0.74 0.76
C 0.816 -1.118 2.891 -0.27 -0.65 1.54
C -0.524 -1.584 2.635 -0.10 -0.62 1.58
C 1.736 -2.080 2.354 0.74 -0.09 1.06
C -1.565 -3.774 1.669 -0.16 -0.07 -0.12
H -1.335 -4.427 0.822 -0.08 0.08 0.11
H -2.469 -3.205 1.432 0.08 -0.09 -0.01
H -1.813 -4.421 2.523 0.21 0.22 -0.16
C -1.763 -0.925 3.169 -0.06 0.05 0.13
H -2.674 -1.319 2.705 0.22 0.14 0.06
H -1.732 0.171 3.056 -0.01 -0.40 -0.03
H -1.833 -1.130 4.250 0.02 0.04 -0.31
C 1.135 -0.054 3.883 0.17 0.48 0.06
H 0.962 -0.453 4.894 -0.01 -0.03 -0.27
H 0.481 0.819 3.782 0.22 -0.15 -0.01
H 2.183 0.261 3.849 -0.31 -0.06 -0.02
C 3.223 -2.034 2.501 0.24 -0.09 0.07
H 3.530 -2.577 3.406 -0.09 0.11 -0.18
H 3.582 -1.005 2.603 -0.03 -0.17 -0.06
H 3.730 -2.505 1.653 -0.08 0.14 0.14
C 1.554 -4.394 1.198 0.12 -0.23 -0.39
H 1.854 -5.134 1.951 -0.19 0.32 0.05
H 2.450 -4.155 0.622 -0.02 -0.08 -0.04
H 0.841 -4.883 0.531 0.10 0.00 0.03
C -1.625 0.213 -3.843 -1.09 -0.51 -0.32
C -1.650 -1.119 -3.971 -0.89 0.46 -0.55
C -0.805 -1.889 -4.942 0.14 -0.35 -0.15
C 0.662 -1.405 -5.029 -0.41 -0.35 -0.41
C 1.244 -0.883 -3.741 0.63 0.77 -0.38
C 1.372 0.442 -3.522 0.43 -0.81 -0.63
C 0.623 1.486 -4.307 0.04 0.41 -0.47
C -0.857 1.157 -4.717 0.44 0.55 -0.16
H -1.279 -1.813 -5.939 0.22 -0.18 0.33
H 0.744 -0.647 -5.828 0.13 -0.29 0.48
H -0.804 -2.958 -4.675 -0.15 0.32 -0.07
H -0.868 0.808 -5.764 -0.10 0.05 0.49
H -2.350 0.696 -3.169 0.20 -0.43 -0.41
H -2.452 -1.697 -3.486 0.41 0.36 0.03
H -1.403 2.117 -4.700 0.24 -0.39 -0.21
H 0.605 2.434 -3.738 0.18 -0.41 -0.18
H 2.153 0.829 -2.863 -0.56 -0.24 0.27
H 1.182 1.711 -5.240 -0.24 -0.01 0.49
H 1.278 -2.267 -5.347 -0.20 0.46 0.06
H 1.714 -1.635 -3.098 0.23 0.38 -0.12
P -1.299 -0.346 -0.374 1.36 0.43 0.23
P 1.689 0.875 0.319 -0.63 -0.96 0.10
C -0.590 1.021 -1.354 -0.17 0.24 -0.21
C 0.552 1.848 -0.760 -0.05 -0.14 0.21
H -1.396 1.692 -1.671 0.29 -0.20 -0.02
H -0.229 0.453 -2.216 -0.05 0.43 0.10
H 1.148 2.301 -1.565 -0.26 -0.02 0.18
H 0.115 2.657 -0.164 0.29 -0.10 0.05
C 2.133 2.046 1.631 0.23 0.14 0.29
H 2.821 1.579 2.349 -0.20 0.20 -0.27
H 1.230 2.377 2.164 0.23 -0.14 -0.17
H 2.631 2.934 1.208 -0.18 -0.33 -0.01
C 3.236 0.467 -0.547 0.19 0.29 -0.19
H 3.664 1.355 -1.033 -0.03 -0.22 0.11
H 3.055 -0.310 -1.299 0.06 0.19 0.18
H 3.959 0.080 0.183 -0.20 0.10 -0.11
C -3.036 -0.125 -0.106 -0.97 -0.34 0.07
H -3.447 -1.046 0.343 0.04 0.39 -0.16
H -3.560 0.084 -1.055 0.20 -0.09 0.37
H -3.189 0.721 0.585 0.11 -0.38 -0.27
C -0.887 -1.940 -1.241 -0.36 0.49 -0.43
H -0.073 -2.596 -0.818 0.19 0.09 0.40
H -0.547 -1.747 -2.263 -0.11 -0.12 0.34
H -1.797 -2.551 -1.237 0.28 -0.05 0.06
Cl -1.360 2.113 5.280 -0.05 0.01 0.15
C -1.449 3.299 4.036 0.24 1.01 0.74
C -1.741 2.932 2.760 -0.08 0.88 -0.12
C -1.922 3.833 1.747 0.23 0.94 -0.08
Cl -2.502 3.317 0.202 -0.01 0.07 -0.02
C -1.655 5.214 1.982 0.03 -0.90 0.43
Cl -1.688 6.326 0.683 -0.11 -0.08 0.12
C -1.348 5.639 3.296 -0.16 -0.72 -0.16
Cl -1.138 7.302 3.623 0.04 -0.16 -0.02
C -1.261 4.690 4.340 -0.32 -0.70 -0.79
Cl -1.009 5.193 5.950 0.08 -0.11 -0.10
```
Positions in Å, forces in eV/Å.

As for the frontier orbital gap (spin up / spin down): 8.097 / 6.059 eV. The maximum force is 4.958 eV/A. The net charge is +2. Its spin multiplicity is 4. As for the expectation value of S²: 3.77. The value obtained for the energy relative to the best compared isomer or geometry (same formula, charge and spin) is 0.0 kcal/mol.

Löwdin atomic charge list, values in e, 2 entries: 1.165, -0.329

---

[3]
Here is an isolated ion of composition C5H8NO2 and charge +1 at a distorted geometry from OMol25. Energies are from ωB97M-V with the def2-TZVPD basis set.

XYZ file:
```
16
Properties=species:S:1:pos:R:3:forces:R:3
C -1.947 0.779 -0.541 -0.46 0.63 -2.11
C -1.559 0.363 0.622 2.57 -1.80 -0.25
C -0.044 0.331 0.198 -0.11 -0.62 1.02
C -0.628 0.767 -1.229 1.79 2.17 0.17
C 0.910 -0.979 0.170 -1.22 0.81 -0.75
N 2.196 -0.775 0.289 -0.44 -2.61 0.55
O 0.745 1.240 0.905 0.28 0.95 0.69
O 0.458 -2.204 -0.060 3.93 1.48 0.48
H -2.856 1.166 -0.932 -0.81 -0.14 -0.13
H -2.054 -0.066 1.419 -0.86 -0.21 1.97
H -0.332 0.014 -1.945 -0.66 -0.22 -0.55
H -0.342 1.804 -1.647 0.08 -1.64 0.85
H 2.765 -1.648 0.521 -0.51 1.87 -0.82
H 2.540 0.183 0.342 -0.06 -0.35 0.33
H 0.605 1.240 1.892 -0.18 -0.18 -1.55
H -0.456 -2.214 -0.003 -3.33 -0.14 0.09
```
Positions in Å, forces in eV/Å.

As for the frontier orbital gap: 10.271 eV. The maximum force is 4.231 eV/A. The net charge is +1. As for the SMILES: [NH2+]=C(O)[C@]1(O)C=CC1. The value obtained for the energy relative to the best compared isomer or geometry (same formula, charge and spin) is 40.2 kcal/mol.

Löwdin atomic charge list, values in e, 2 entries: -0.037, 0.030

---

Number 1 is which compound? C4H7NO

---

Among the records above, which one has the highest energy relative to the best compared isomer or geometry (same formula, charge and spin)? C4H7NO

---

Which of these has the highest energy relative to the best compared isomer or geometry (same formula, charge and spin)? C4H7NO

---

Among the records above, which one has the highest maximum force? C30H43Cl5P2Re